C20H32BF16N2O20S4Zr2 | ωB97M-V with the def2-TZVPD basis set

LUMO energy (eV): -8.924
Energy relative to the best compared isomer or geometry (same formula, charge and spin) (eV): 41.6829
HOMO level (eV): -11.551
E_tot (eV): -155197.872
F_max (eV/A): 9.6

Geometry as ORCA input:
```
! wB97M-V def2-TZVPD RIJCOSX def2/J DEFGRID3
* xyz 1 1
Zr -10.72 -14.49 -19.70
Zr -5.71 -10.76 -20.03
N -8.29 -8.08 -19.80
S -10.06 -8.19 -19.56
O -10.41 -9.63 -19.71
O -10.96 -7.17 -19.99
F -10.13 -8.07 -17.95
S -8.34 -6.59 -20.12
O -8.73 -5.66 -19.04
O -8.33 -6.13 -21.50
F -6.72 -6.69 -19.93
N -3.50 -9.41 -17.36
S -3.74 -8.25 -16.00
O -3.15 -6.95 -16.32
O -3.56 -8.71 -14.60
F -5.34 -8.09 -16.16
S -2.02 -9.71 -16.80
O -1.93 -10.72 -15.69
O -1.08 -8.61 -16.94
F -1.59 -10.74 -17.98
B -8.52 -17.11 -19.57
H -7.92 -18.01 -19.54
H -9.38 -17.11 -18.90
H -7.99 -16.18 -19.45
H -8.96 -16.97 -20.54
O -11.11 -14.00 -23.22
C -10.40 -13.41 -24.31
C -8.86 -13.14 -23.94
O -8.59 -12.82 -22.54
H -10.84 -12.42 -24.46
H -10.47 -13.99 -25.23
H -8.37 -12.35 -24.51
H -8.34 -14.00 -24.36
O -10.83 -14.08 -16.07
C -9.83 -13.94 -14.98
C -8.68 -12.89 -15.31
O -8.16 -12.70 -16.67
H -9.36 -14.90 -14.81
H -10.33 -13.60 -14.07
H -7.88 -12.93 -14.57
H -9.01 -11.85 -15.23
C -16.95 -9.31 -22.00
C -15.94 -10.26 -21.27
O -16.51 -10.50 -19.98
C -16.15 -11.65 -19.30
O -15.34 -12.45 -19.69
C -16.96 -11.84 -18.03
F -18.17 -11.29 -18.08
F -17.14 -13.12 -17.84
F -16.25 -11.41 -16.99
H -16.80 -9.06 -23.05
H -16.94 -8.40 -21.40
H -17.93 -9.77 -22.10
H -14.92 -9.87 -21.26
H -15.89 -11.15 -21.91
C -3.30 -13.94 -9.84
C -1.86 -13.73 -9.53
O -1.40 -14.19 -8.35
C 0.03 -14.39 -8.20
O 0.81 -14.26 -9.17
C 0.62 -14.89 -6.87
F 0.76 -16.18 -7.04
F 1.79 -14.41 -6.57
F -0.27 -14.74 -5.93
H -3.96 -13.52 -9.08
H -3.48 -15.01 -9.78
H -3.61 -13.58 -10.82
H -1.62 -12.68 -9.66
H -1.21 -14.33 -10.17
C -14.53 -17.07 -11.71
C -13.86 -17.58 -10.54
O -12.66 -16.85 -10.19
C -12.76 -15.61 -9.56
O -13.81 -15.33 -8.90
C -11.36 -14.99 -9.51
F -11.32 -13.83 -10.07
F -11.20 -14.80 -8.16
F -10.28 -15.65 -9.91
H -14.92 -16.08 -11.49
H -15.27 -17.73 -12.17
H -13.79 -16.85 -12.48
H -13.70 -18.66 -10.64
H -14.49 -17.50 -9.65
C -3.78 -17.98 -16.02
C -3.99 -16.70 -16.87
O -3.45 -17.07 -18.14
C -3.54 -16.19 -19.19
O -4.00 -15.04 -19.10
C -2.79 -16.78 -20.42
F -3.06 -16.04 -21.47
F -1.50 -16.56 -20.03
F -3.14 -18.07 -20.50
H -4.33 -18.78 -16.51
H -4.17 -17.71 -15.04
H -2.73 -18.22 -15.89
H -3.44 -15.87 -16.44
H -5.07 -16.53 -16.86
*
```

C5H18O3 | ωB97M-V with the def2-TZVPD basis set

LUMO energy (eV): 0.591
Energy relative to the best compared isomer or geometry (same formula, charge and spin) (eV): 0.5245
SMILES: CCC(C)C.O.O.O
HOMO level (eV): -10.981
E_tot (eV): -11619.184
F_max (eV/A): 2.6

Geometry as ORCA input:
```
! wB97M-V def2-TZVPD RIJCOSX def2/J DEFGRID3
* xyz 0 1
C -0.13 0.44 1.28
C -1.34 1.13 0.64
C -2.68 0.83 1.35
C -3.87 1.25 0.46
C -2.74 1.57 2.69
H -0.41 0.08 2.26
H 0.25 -0.42 0.72
H 0.71 1.12 1.33
H -1.19 2.20 0.62
H -1.50 0.77 -0.37
H -2.73 -0.23 1.60
H -4.73 0.64 0.74
H -3.67 0.96 -0.57
H -4.08 2.31 0.56
H -2.11 1.07 3.42
H -3.74 1.67 3.12
H -2.38 2.60 2.65
O 4.31 1.08 -4.02
H 3.96 0.86 -3.16
H 3.68 1.60 -4.52
O 3.62 -4.64 -0.92
H 4.56 -4.44 -1.01
H 3.60 -5.03 -0.04
O 4.26 -2.09 -2.88
H 3.60 -2.61 -2.51
H 4.75 -2.72 -3.41
*
```

C31H57F9N2O20S6 | ωB97M-V with the def2-TZVPD basis set

LUMO energy (eV): -1.719
SMILES: CC(C)=NC1=CC(=O)C(N)=C(C(F)(F)C(F)(F)C(F)(F)C(F)(F)F)C1=O.CCOS(C)(=O)=O.CCOS(C)(=O)=O.CCOS(C)(=O)=O.CCOS(C)(=O)=O.CCOS(C)(=O)=O.CCOS(C)(=O)=O
HOMO level (eV): -9.083
E_tot (eV): -166453.567
F_max (eV/A): 8.4

Geometry as ORCA input:
```
! wB97M-V def2-TZVPD RIJCOSX def2/J DEFGRID3
* xyz 0 1
C 1.59 -0.12 1.80
C 2.31 0.53 0.46
C 3.94 0.76 0.55
N 1.53 0.82 -0.66
C 0.34 1.66 -0.24
C 0.55 3.15 -0.12
C -0.81 4.01 0.33
O -1.11 5.23 -0.13
C -1.76 3.23 1.46
N -2.31 4.09 2.57
C -1.97 1.73 1.34
C -2.85 0.89 2.45
F -1.91 0.62 3.60
F -4.03 1.65 2.99
C -3.50 -0.52 1.85
F -4.34 -0.18 0.64
F -2.48 -1.57 1.58
C -4.58 -1.21 2.92
F -5.94 -0.58 2.83
F -4.11 -1.19 4.32
C -4.84 -2.83 2.56
F -6.12 -3.18 3.29
F -3.79 -3.71 3.13
F -5.12 -3.07 1.13
C -1.19 1.05 0.03
O -1.73 0.12 -0.77
H 2.40 -0.64 2.50
H 0.98 0.71 2.38
H 0.81 -0.91 1.39
H 4.34 -0.01 1.36
H 4.48 0.52 -0.46
H 4.22 1.83 0.99
H 1.59 3.68 -0.29
H -3.36 4.13 2.42
H -1.97 5.09 2.48
C -3.00 -7.85 4.35
C -2.99 -6.61 5.23
O -1.97 -6.66 6.21
S -0.42 -6.44 5.73
C 0.31 -6.31 7.34
O -0.31 -5.17 5.06
O 0.06 -7.67 5.13
H -2.08 -7.91 3.75
H -3.85 -7.83 3.66
H -3.05 -8.75 4.96
H -2.90 -5.70 4.62
H -3.95 -6.54 5.76
H -0.07 -5.41 7.83
H 1.39 -6.24 7.22
H 0.06 -7.20 7.92
C -4.91 -3.43 -1.81
C -6.11 -3.62 -2.73
O -5.73 -4.28 -3.93
S -5.40 -5.88 -3.87
C -5.33 -6.16 -5.63
O -6.55 -6.58 -3.34
O -4.07 -6.06 -3.34
H -4.53 -4.39 -1.46
H -5.19 -2.85 -0.92
H -4.10 -2.93 -2.33
H -6.91 -4.17 -2.22
H -6.50 -2.64 -3.00
H -6.32 -6.00 -6.06
H -5.03 -7.20 -5.78
H -4.60 -5.49 -6.07
C 8.68 4.95 -0.82
C 9.26 3.93 0.14
O 8.87 4.20 1.49
S 7.33 3.89 1.93
C 7.54 4.11 3.68
O 7.04 2.50 1.67
O 6.48 4.96 1.44
H 7.59 4.89 -0.86
H 9.06 4.79 -1.83
H 8.94 5.97 -0.50
H 8.97 2.91 -0.14
H 10.35 3.98 0.11
H 8.21 3.34 4.06
H 6.56 4.02 4.14
H 7.95 5.11 3.86
C -0.49 8.48 -1.45
C -0.49 9.72 -0.57
O 0.54 9.66 0.41
S 2.08 9.88 -0.07
C 2.81 10.02 1.55
O 2.20 11.16 -0.73
O 2.56 8.66 -0.67
H 0.42 8.41 -2.04
H -1.34 8.49 -2.14
H -0.54 7.57 -0.83
H -0.39 10.63 -1.17
H -1.44 9.78 -0.04
H 2.44 10.92 2.04
H 3.89 10.09 1.42
H 2.56 9.13 2.13
C 7.15 -4.46 1.99
C 8.02 -3.52 1.18
O 7.67 -3.54 -0.20
S 6.29 -2.80 -0.66
C 6.56 -2.88 -2.41
O 6.34 -1.42 -0.25
O 5.18 -3.66 -0.34
H 6.11 -4.12 1.99
H 7.48 -4.50 3.03
H 7.16 -5.47 1.56
H 7.98 -2.50 1.57
H 9.07 -3.85 1.25
H 7.43 -2.26 -2.67
H 5.67 -2.49 -2.91
H 6.72 -3.92 -2.70
C -5.93 -2.54 -7.19
C -5.31 -1.36 -6.46
O -5.86 -0.13 -6.90
S -7.37 0.25 -6.43
C -7.37 1.94 -6.98
O -7.43 0.25 -4.98
O -8.32 -0.48 -7.24
H -6.99 -2.65 -6.94
H -5.43 -3.48 -6.91
H -5.86 -2.41 -8.27
H -5.41 -1.47 -5.38
H -4.23 -1.33 -6.68
H -6.64 2.51 -6.41
H -8.37 2.35 -6.82
H -7.14 1.96 -8.05
*
```

C8H12S | ωB97M-V with the def2-TZVPD basis set

LUMO energy (eV): 0.573
Energy relative to the best compared isomer or geometry (same formula, charge and spin) (eV): 2.3931
SMILES: CCC1=CC=C[C@@]1(C)S
HOMO level (eV): -8.434
E_tot (eV): -19323.255
F_max (eV/A): 4.3

Geometry as ORCA input:
```
! wB97M-V def2-TZVPD RIJCOSX def2/J DEFGRID3
* xyz 0 1
C 0.76 1.71 -1.70
C 0.40 0.26 -1.58
C -0.53 0.02 -0.49
C -1.58 0.78 -0.07
C -2.04 0.47 1.28
C -1.29 -0.47 1.80
C -0.29 -0.85 0.71
C 1.25 -0.77 1.14
S -0.60 -2.68 0.32
H -0.10 2.13 -1.11
H 1.00 2.16 -2.73
H 1.67 1.85 -1.03
H 1.28 -0.30 -1.38
H -0.02 -0.11 -2.61
H -2.04 1.32 -0.91
H -2.98 0.85 1.64
H -1.35 -0.70 2.81
H 1.39 -1.21 2.07
H 1.66 0.19 1.25
H 1.84 -1.42 0.44
H -0.71 -3.05 1.54
*
```